[1]
Computed, not measured: a cluster of 17 separate species, H35O17 in total in a non-equilibrium geometry, with ωB97M-V with the def2-TZVPD basis set.

XYZ file:
```
52
Properties=species:S:1:pos:R:3:forces:R:3:nbo_charge:R:1
O -2.564601 0.740391 1.627930 -0.861 -0.987 0.931 -0.968
O 0.467823 0.063907 3.032474 0.495 -1.013 0.616 -0.971
O 1.190497 -4.844524 -0.446092 0.128 -1.140 -0.172 -0.942
O -1.083735 -1.356888 1.067299 0.419 0.146 0.375 -1.017
O -1.033402 0.005394 -1.701936 0.070 -1.253 -0.221 -0.988
O -3.542711 3.473471 2.479052 -0.755 -0.329 -0.054 -0.963
O -0.265108 -2.920576 -1.204408 -1.160 0.429 -0.299 -0.992
O 2.212489 1.563235 2.166603 0.976 0.855 -0.497 -0.959
O 2.896677 -2.226541 -1.572535 -0.052 -0.916 0.680 -0.954
O -2.273997 -4.205336 1.402885 1.018 0.491 0.520 -0.970
O 1.342501 0.191168 -0.618419 -0.381 0.563 1.388 -0.986
O 0.704587 1.590589 -2.828881 1.639 -4.846 0.099 -0.787
O 4.083306 2.548653 -0.484714 -0.230 0.449 0.091 -0.926
O -2.093377 4.577605 0.020784 0.052 -1.202 -0.242 -0.952
O -1.353761 1.575638 -4.025596 -2.284 -1.213 0.245 -0.943
O 3.748460 0.500806 -2.628892 -1.144 -0.402 0.272 -0.973
O -2.919326 -1.477961 3.685933 -0.467 -0.212 -0.039 -0.932
H -3.160746 -4.088353 1.741761 -0.296 -0.432 -0.428 0.485
H 0.681099 -0.739198 3.522215 -0.908 -0.316 0.280 0.467
H 1.003342 -4.422176 0.384230 0.493 0.123 0.830 0.470
H 3.850682 1.431395 -2.430476 0.581 0.317 -0.984 0.477
H 1.550246 1.057186 -2.917459 1.098 1.546 0.385 0.534
H -1.390263 -0.672353 -2.304468 -0.148 0.389 -0.322 0.509
H 4.353825 0.225573 -3.321282 0.291 0.372 -0.052 0.509
H 1.699195 2.303599 1.827281 -0.167 0.074 -0.008 0.493
H 0.602328 0.120072 0.016683 -0.312 -0.895 -0.359 0.507
H -3.250829 -1.945706 2.911888 0.318 -0.010 -0.168 0.460
H -2.238877 -4.705625 0.587561 -0.667 -0.085 -0.044 0.488
H -3.105962 3.444553 3.332753 0.418 0.206 -0.187 0.481
H 2.637560 1.934726 2.947407 0.201 -0.014 0.038 0.499
H -1.081779 -0.747662 1.825567 -0.127 0.234 -0.144 0.515
H -2.095861 5.436886 0.412622 -0.044 0.969 0.383 0.483
H -2.069317 0.750748 0.822589 0.286 0.821 -0.458 0.472
H 3.958991 1.747310 -0.977600 0.029 -0.674 0.283 0.441
H 4.628732 2.254552 0.246861 0.217 0.114 0.287 0.485
H 2.055200 -4.546181 -0.747044 -0.036 0.247 0.097 0.499
H 0.315398 1.027550 -3.570505 -1.325 1.831 -0.426 0.550
H -1.121358 -2.202635 1.534782 -0.106 -0.346 -0.653 0.499
H 2.607298 -1.360435 -1.313782 -0.130 0.801 0.230 0.484
H 1.850979 0.728323 0.007318 1.118 0.208 -0.411 0.506
H -3.706598 -0.972146 3.920665 0.230 0.201 0.255 0.472
H 3.040050 -2.184867 -2.506805 0.139 -0.015 -0.791 0.470
H 0.541511 -2.425545 -1.044238 0.356 -0.559 0.141 0.468
H -2.175977 1.156335 -4.349301 0.570 0.307 -1.675 0.487
H -0.173112 -3.799000 -0.770426 0.365 1.032 -0.930 0.499
H 0.398771 0.828136 -2.108579 -0.761 1.703 0.234 0.567
H -1.718404 1.425716 -3.138298 1.037 0.832 0.980 0.481
H -2.928303 3.533557 1.741562 0.547 0.300 0.345 0.483
H -0.793780 -0.651387 -1.019432 -0.262 0.071 0.767 0.535
H -2.653818 1.550900 2.131816 0.204 0.448 -0.616 0.491
H -3.010216 4.394122 -0.203066 -0.115 0.164 -0.154 0.478
H 1.383663 0.313016 2.835693 -0.557 0.616 -0.418 0.479
```
Positions in Å, forces in eV/Å.

The LUMO energy is -3.1163 eV. Its charge is +1. The value obtained for the relative energy (zero: lowest compared OMol25 entry of this formula, charge and spin) is 471.74 kJ/mol. The molecular weight is 307.3 g/mol.

[2]
Computed, not measured: a cluster of 2 separate species, C5H9NO2 in total, with ωB97M-V with the def2-TZVPD basis set.

XYZ file:
```
17
Properties=species:S:1:pos:R:3:forces:R:3:nbo_charge:R:1
O 1.000032 -0.216598 -1.493528 0.063 0.162 -0.025 -0.538
O -1.277268 -0.627378 1.093472 -0.065 -0.050 0.136 -0.570
N 0.455312 1.781222 1.207212 -0.388 0.319 0.598 -0.565
C -2.104128 0.212132 -0.996348 -0.120 0.254 0.092 -0.739
C 1.851942 -0.959388 0.620932 0.028 -0.184 -0.197 -0.731
C -1.637208 -0.825268 -0.040058 -0.136 -0.232 -0.266 0.468
C 1.301292 0.043642 -0.352508 0.050 -0.412 0.494 0.541
C 1.134732 1.428282 0.216292 0.233 0.334 -0.549 0.018
H -1.383998 0.263892 -1.811148 0.070 -0.006 -0.109 0.265
H -0.066398 1.032682 1.667792 0.178 -0.149 -0.210 0.363
H 1.667732 2.207952 -0.327868 0.076 0.046 -0.176 0.179
H 2.078582 -1.895498 0.118292 -0.003 -0.033 -0.039 0.235
H 1.103092 -1.134308 1.392362 -0.021 0.007 0.095 0.260
H -1.620118 -1.848648 -0.457888 0.042 -0.107 0.092 0.111
H 2.742592 -0.562918 1.105442 0.053 0.033 0.039 0.235
H -3.061248 -0.083088 -1.426178 -0.052 -0.042 0.000 0.235
H -2.184948 1.183282 -0.516278 -0.008 0.059 0.024 0.235
```
Positions in Å, forces in eV/Å.

The LUMO energy is 0.6338 eV. The value obtained for the relative energy (zero: lowest compared OMol25 entry of this formula, charge and spin) is 170.16 kJ/mol. Its SMILES is [H]/N=C\C(C)=O.CC=O. The molecular weight is 115.1 g/mol.

[3]
Computed, not measured: the ion C2H2NO3 with charge -1 in a non-equilibrium geometry, with ωB97M-V with the def2-TZVPD basis set.

XYZ file:
```
8
Properties=species:S:1:pos:R:3:forces:R:3:nbo_charge:R:1
O -0.124421 -1.671003 0.739069 -2.486 6.183 1.601 -0.860
O -1.247568 0.172361 1.886261 0.479 0.228 -0.917 -0.642
O -1.310459 0.794586 -1.011269 -1.499 1.183 -1.059 -0.545
N -0.346715 0.419980 -0.340284 1.292 -1.432 0.841 0.068
C 0.878627 0.277761 -0.706465 1.146 -0.970 4.425 -0.226
C -0.637633 -0.305210 0.959688 1.668 -7.003 -0.153 0.827
H 1.562039 -0.190407 0.097872 -1.324 0.855 -1.749 0.213
H 1.226130 0.501931 -1.624873 0.724 0.955 -2.988 0.165
```
Positions in Å, forces in eV/Å.

The LUMO energy is 4.3493 eV. Its charge is -1. The value obtained for the relative energy (zero: lowest compared OMol25 entry of this formula, charge and spin) is 446.75 kJ/mol. Its SMILES is C=[N+]([O-])C(=O)[O-]. The molecular weight is 88.0 g/mol.

[4]
Computed, not measured: a cluster of 3 separate species, C33H43F6NO9 in total in a non-equilibrium geometry, with ωB97M-V with the def2-TZVPD basis set.

XYZ file:
```
92
Properties=species:S:1:pos:R:3:forces:R:3:lowdin_charge:R:1
F -5.835750 1.588032 -3.565250 1.350 -0.495 -0.373 0.143
F -3.406743 6.430896 7.026844 -0.996 -0.586 -0.934 0.139
F -4.161581 1.005723 -2.297879 -0.068 0.098 -1.214 0.128
F -5.050060 -0.443728 -3.664814 0.566 1.165 -0.458 0.130
F -5.213554 7.294095 6.163370 0.443 -1.081 -0.196 0.140
F -5.352389 5.561522 7.481599 0.580 0.138 -1.098 0.138
O -3.979348 1.961374 -5.632280 0.111 -1.617 2.600 0.145
O -6.408659 0.735044 2.183820 -3.471 -1.876 -8.454 -0.064
O -2.455657 0.759164 -4.406895 -2.093 0.300 0.167 0.009
O -5.707672 4.651015 4.939225 1.427 1.403 0.941 0.007
O 5.119048 2.208055 -4.292339 -1.531 -4.449 6.928 -0.044
O -6.560876 -0.917952 0.421034 -0.189 3.896 0.333 -0.140
O -3.456864 4.977847 4.630105 -2.200 0.903 1.897 0.142
O -0.614717 0.452079 2.296825 0.300 -7.562 -3.196 -0.042
O -1.051841 -2.880642 -2.037603 1.480 0.826 8.201 -0.044
N 5.761318 0.582923 -2.439043 0.487 0.760 -1.521 -0.186
C 3.652346 -1.763562 1.288480 -2.479 -0.190 -1.220 -0.076
C 4.826646 1.529310 -3.164513 0.190 2.919 -4.167 -0.287
C -4.680876 0.864564 -3.552014 -1.747 -0.503 1.744 -0.462
C -4.488507 5.190594 5.262758 0.551 -1.871 -2.787 -0.326
C 2.278845 -1.059239 1.915211 -0.728 -3.134 -4.187 0.055
C -0.560071 -0.767565 1.752372 0.024 3.389 1.749 -0.206
C 6.073496 -2.239518 -1.195370 0.165 -0.509 0.128 -0.209
C 5.012665 -3.404450 -0.646140 0.121 0.356 0.952 -0.176
C 4.966605 -2.095001 3.627896 0.275 0.998 -0.311 -0.240
C 0.864582 -1.421914 1.169539 1.659 -0.787 -0.552 -0.035
C -6.871650 0.446433 0.955582 2.700 -0.853 6.276 -0.081
C -4.379433 -3.456733 -0.753120 -0.713 -0.034 0.416 -0.193
C -4.665580 -1.876185 -1.081639 -0.891 -0.739 -0.028 -0.163
C 6.029892 -2.037224 -2.822522 0.429 -0.472 -0.217 -0.185
C 0.732677 -2.415702 -0.131082 2.958 0.724 1.441 -0.038
C -1.876037 -1.792953 1.635085 0.768 -2.086 -3.461 0.049
C -5.094953 -0.962921 0.210584 1.691 1.136 -0.472 -0.176
C -0.876150 2.431882 -5.184629 -0.194 0.262 0.162 -0.063
C 5.054806 -1.412032 2.103618 -1.037 -0.135 -0.106 -0.192
C -0.802328 -2.709266 -0.726925 -0.433 -0.207 -3.972 -0.156
C -1.451520 1.043145 -5.393233 0.670 0.236 -0.515 -0.208
C -5.244553 2.406632 4.135504 0.500 0.003 0.228 -0.069
C 4.966051 -0.885960 4.768410 -0.437 -0.195 -0.811 -0.149
C 3.321716 1.732331 -2.479600 0.622 0.854 0.045 -0.031
C 6.879016 1.319039 -1.718823 -0.438 1.494 0.973 -0.100
C -4.611355 6.110701 6.475758 -0.036 1.405 2.168 -0.472
C -5.733837 3.799400 3.783427 0.034 -0.790 -0.589 -0.205
C 2.108199 -3.056359 -0.751657 0.171 2.119 2.731 0.046
C -1.993637 -2.729207 0.446406 0.435 2.538 3.304 -0.091
C -3.288932 -3.734037 0.439201 1.202 -0.597 -0.618 -0.167
C -3.701212 1.281716 -4.647139 1.890 0.986 -2.675 -0.320
C 6.300676 -0.505540 -3.340528 0.116 -0.865 -1.746 -0.203
C 3.600195 -2.748427 -0.062301 -3.134 1.455 1.458 -0.064
H 5.561630 -3.930866 0.263654 -1.351 1.040 -1.784 0.113
H -5.820097 1.997065 4.972210 -0.082 0.045 -0.194 0.089
H -0.660442 0.295923 -5.264832 -0.393 0.003 0.240 0.127
H 3.040881 2.865016 -2.669281 0.533 -2.416 0.306 0.091
H 5.780052 -0.418987 -4.410251 1.150 -0.101 2.330 0.136
H -3.740743 -3.738038 1.523019 0.784 0.284 -2.224 0.117
H -5.155124 4.237537 2.962195 0.053 0.038 0.331 0.127
H 2.046343 -3.755384 -1.705217 0.118 1.652 2.267 0.106
H -3.727204 -1.436117 -1.637767 -1.915 -0.734 1.336 0.113
H 6.022783 -1.777528 1.557129 -2.086 0.597 0.891 0.093
H -4.582776 -1.255687 1.221241 -0.973 0.426 -2.069 0.115
H 4.006651 -0.225373 4.529037 1.989 -1.384 0.794 0.070
H 6.922581 -2.697436 -3.261071 -1.983 1.407 0.847 0.117
H 7.189220 -2.573686 -0.934178 -2.484 0.621 -0.405 0.122
H 4.892701 -1.357878 5.848917 0.216 1.204 -2.233 0.081
H -5.339131 1.735253 3.277606 0.172 0.514 0.568 0.031
H 5.911299 -2.797309 3.738728 -2.169 1.315 -0.015 0.109
H 3.943780 -2.676447 3.691729 2.296 0.974 -0.009 0.109
H 7.463880 -0.404176 -3.562115 -2.394 0.088 0.696 0.127
H 2.258970 -0.366581 2.858136 0.148 -1.490 -2.110 0.103
H -5.398648 -3.970434 -0.404327 2.200 1.107 -0.756 0.127
H -4.772484 0.154968 -0.050567 -0.386 -2.494 0.638 0.130
H -2.723115 -1.837326 2.470020 2.148 0.418 -1.962 0.129
H 3.322521 1.536956 -1.319721 0.214 0.220 -2.399 0.085
H -0.503191 2.543728 -4.161170 0.058 -0.120 -0.163 0.082
H -1.851917 0.917408 -6.405739 -0.153 0.092 0.289 0.127
H 2.496209 1.061262 -2.969054 1.854 1.128 0.771 0.086
H -1.638913 3.202356 -5.330612 0.096 -0.133 -0.106 0.077
H 7.859017 1.444142 -2.351108 -1.859 -0.461 1.155 0.099
H -0.056319 2.619691 -5.883405 -0.095 -0.077 0.083 0.085
H 5.899597 -0.160158 4.643791 -1.900 -1.781 0.403 0.086
H 7.078925 0.819027 -0.658340 -0.235 0.923 -2.424 0.096
H 5.105904 -0.232818 2.165311 -0.090 -2.398 -0.012 0.118
H -4.196513 2.422717 4.448717 -0.078 0.129 -0.075 0.079
H -2.863238 -4.835274 0.263930 -0.883 2.360 0.413 0.130
H -6.776594 3.748012 3.450789 0.135 0.231 0.339 0.126
H 5.050507 -2.483006 -3.331769 1.881 1.120 1.407 0.117
H -7.535924 1.229113 0.373227 1.314 -2.039 0.811 0.175
H 5.855360 -1.276407 -0.567233 0.326 -1.663 -1.610 0.077
H -5.598976 -1.856296 -1.825590 2.178 0.062 1.609 0.128
H 6.486793 2.424263 -1.498791 0.909 -2.377 -0.355 0.111
H -4.047204 -3.995719 -1.738905 -0.507 1.132 1.933 0.117
H 4.820510 -4.242902 -1.443660 0.148 1.810 1.483 0.113
```
Positions in Å, forces in eV/Å.

The LUMO energy is -1.5988 eV. Its SMILES is CCCc1cc2c(cc1CCCCN(C)C(C)=O)C(=O)C(CCCCOC=O)=CC2=O.CCOC(=O)C(F)(F)F.CCOC(=O)C(F)(F)F. The molecular weight is 711.7 g/mol.

Listing HOMO level for the structures above in their given order: -13.045, -9.462, -3.891, -8.797 eV.